Density functional theory data (ωB97M-V/def2-TZVPD) for 9 unconnected molecules or ions with the total composition C38H55BN13O4.

For the frontier orbital gap, the calculation gives 4.64 eV. Its net charge is +1. Its max |F| is 6.6 eV/A. The calculation puts the HOMO energy at -9.22 eV. As for the spin multiplicity: 1. As for the energy: -68522.10785 eV.

Bonds (Å) are listed after each position.
Geometry (Å):
1 C 3.73632 3.60437 1.15114  O2 1.472, H17 1.171, H18 1.183, H19 1.182
2 O 3.97846 2.87719 -0.10602  C1 1.472, B3 1.477
3 B 3.38149 3.71141 -1.16897  O2 1.477, O4 1.482, N5 1.525
4 O 4.15968 4.18407 -2.33890  B3 1.482, H20 1.008
5 N 1.90740 4.09982 -1.12256  B3 1.525, C6 1.537, N13 1.387
6 C 1.03724 2.97474 -1.70442  N5 1.537, O7 1.473, N8 1.513
7 O 1.51066 1.68304 -2.23149  C6 1.473, H21 1.002
8 N -0.34984 3.55517 -1.53924  C6 1.513, C9 1.513
9 C -0.22552 4.91881 -0.89583  N8 1.513, N10 1.373, N13 1.541
10 N -1.26108 5.75394 -0.55593  C9 1.373, C11 1.513, H22 1.063
11 C -2.73563 5.50896 -0.78926  N10 1.513, N12 1.513, H23 1.177, H24 1.192
12 N -3.21073 4.10615 -0.48087  C11 1.513, H25 1.064, H26 1.053
13 N 1.26409 5.24251 -0.67200  N5 1.387, C9 1.541, C14 1.513
14 C 1.92180 6.48139 -0.10563  N13 1.513, C15 1.670, H27 1.186, H28 1.170
15 C 2.82443 7.28727 -1.25700  C14 1.670, O16 1.491, H29 1.179, H30 1.190
16 O 4.20609 7.58757 -0.78343  C15 1.491, H31 1.002
17 H 4.26591 4.64648 1.09073  C1 1.171
18 H 4.19757 2.98959 2.05076  C1 1.183
19 H 2.59382 3.75128 1.41636  C1 1.182
20 H 3.77754 3.83031 -3.20209  O4 1.008
21 H 1.22259 1.52928 -3.17916  O7 1.002
22 H -1.00213 6.68643 -0.11612  N10 1.063
23 H -2.97750 5.88287 -1.87891  C11 1.177
24 H -3.34283 6.23396 -0.06331  C11 1.192
25 H -3.26478 3.61986 -1.42610  N12 1.064
26 H -2.48931 3.54224 0.03957  N12 1.053
27 H 1.08283 7.25566 0.21445  C14 1.186
28 H 2.53271 6.21881 0.85733  C14 1.170
29 H 2.34553 8.32117 -1.56156  C15 1.179
30 H 2.91423 6.66334 -2.26575  C15 1.190
31 H 4.29279 7.31039 0.17557  O16 1.002
32 N 1.11730 5.21651 3.26198  C33 1.371, C36 1.371, H37 1.012
33 C 2.17437 5.78310 3.92539  N32 1.371, C34 1.377, H38 1.082
34 C 1.98055 5.59354 5.27546  C33 1.377, C35 1.415, H39 1.082
35 C 0.76679 4.88242 5.43144  C34 1.415, C36 1.377, H40 1.082
36 C 0.25645 4.66023 4.17203  N32 1.371, C35 1.377, H41 1.082
37 H 0.99245 5.20916 2.25799  N32 1.012
38 H 2.97106 6.27273 3.38154  C33 1.082
39 H 2.64250 5.92995 6.06285  C34 1.082
40 H 0.31410 4.56586 6.36221  C35 1.082
41 H -0.64385 4.15639 3.84648  C36 1.082
42 N 1.77374 -1.38016 -2.66335  C43 1.371, C46 1.371, H47 1.012
43 C 0.56296 -1.92778 -2.99903  N42 1.371, C44 1.377, H48 1.082
44 C 0.70457 -3.29743 -3.01323  C43 1.377, C45 1.415, H49 1.082
45 C 2.04650 -3.58619 -2.66818  C44 1.415, C46 1.377, H50 1.082
46 C 2.68321 -2.38414 -2.45461  N42 1.371, C45 1.377, H51 1.082
47 H 1.96585 -0.39019 -2.58153  N42 1.012
48 H -0.29301 -1.29761 -3.20008  C43 1.082
49 H -0.07479 -4.01150 -3.24569  C44 1.082
50 H 2.49947 -4.56558 -2.58388  C45 1.082
51 H 3.70322 -2.15784 -2.17401  C46 1.082
52 N -1.63516 -4.03897 -0.29160  C53 1.371, C56 1.371, H57 1.012
53 C -2.58370 -4.43383 -1.19873  N52 1.371, C54 1.377, H58 1.082
54 C -3.22552 -5.54040 -0.68903  C53 1.377, C55 1.415, H59 1.082
55 C -2.64768 -5.81915 0.57257  C54 1.415, C56 1.377, H60 1.082
56 C -1.67042 -4.87479 0.79415  N52 1.371, C55 1.377, H61 1.082
57 H -1.00796 -3.25324 -0.40513  N52 1.012
58 H -2.71934 -3.89602 -2.12748  C53 1.082
59 H -4.02447 -6.08701 -1.17300  C54 1.082
60 H -2.91603 -6.62191 1.24714  C55 1.082
61 H -0.99801 -4.72722 1.62868  C56 1.082
62 N -5.05165 -3.69871 2.14158  C63 1.371, C66 1.371, H67 1.012
63 C -6.27414 -3.29301 1.67308  N62 1.371, C64 1.377, H68 1.082
64 C -7.19104 -3.44455 2.68922  C63 1.377, C65 1.415, H69 1.082
65 C -6.49589 -3.95402 3.81191  C64 1.415, C66 1.377, H70 1.082
66 C -5.17618 -4.09859 3.44668  N62 1.371, C65 1.377, H71 1.082
67 H -4.19199 -3.70167 1.60810  N62 1.012
68 H -6.38695 -2.93369 0.65900  C63 1.082
69 H -8.24632 -3.21203 2.62880  C64 1.082
70 H -6.91294 -4.18945 4.78255  C65 1.082
71 H -4.31760 -4.45208 4.00188  C66 1.082
72 N 6.79424 2.31703 1.05732  C73 1.371, C76 1.371, H77 1.012
73 C 7.23504 1.40023 1.97586  N72 1.371, C74 1.377, H78 1.082
74 C 8.42139 1.86107 2.50160  C73 1.377, C75 1.415, H79 1.082
75 C 8.70295 3.10236 1.88260  C74 1.415, C76 1.377, H80 1.082
76 C 7.68039 3.36099 0.99750  N72 1.371, C75 1.377, H81 1.082
77 H 5.94716 2.23636 0.50997  N72 1.012
78 H 6.66914 0.50007 2.17506  C73 1.082
79 H 9.01881 1.35818 3.25095  C74 1.082
80 H 9.55910 3.73935 2.06353  C75 1.082
81 H 7.50861 4.19569 0.33106  C76 1.082
82 N -10.20449 -0.87798 2.70661  C83 1.371, C86 1.371, H87 1.012
83 C -11.57206 -0.79141 2.67847  N82 1.371, C84 1.377, H88 1.082
84 C -11.97030 -0.77229 1.36043  C83 1.377, C85 1.415, H89 1.082
85 C -10.80213 -0.85623 0.56572  C84 1.415, C86 1.377, H90 1.082
86 C -9.72654 -0.92331 1.42278  N82 1.371, C85 1.377, H91 1.082
87 H -9.63685 -0.90513 3.54367  N82 1.012
88 H -12.14313 -0.74934 3.59625  C83 1.082
89 H -12.99190 -0.70633 1.00925  C84 1.082
90 H -10.75103 -0.86727 -0.51537  C85 1.082
91 H -8.66473 -0.99789 1.22948  C86 1.082
92 N 0.86571 -5.47565 -5.91901  C93 1.371, C96 1.371, H97 1.012
93 C 0.14751 -5.45596 -7.08621  N92 1.371, C94 1.377, H98 1.082
94 C -0.36768 -6.71657 -7.29027  C93 1.377, C95 1.415, H99 1.082
95 C 0.04962 -7.52341 -6.20486  C94 1.415, C96 1.377, H100 1.082
96 C 0.80729 -6.73099 -5.37183  N92 1.371, C95 1.377, H101 1.082
97 H 1.36056 -4.68707 -5.52292  N92 1.012
98 H 0.06606 -4.54947 -7.67089  C93 1.082
99 H -0.97910 -7.02174 -8.12954  C94 1.082
100 H -0.17859 -8.56966 -6.04748  C95 1.082
101 H 1.30962 -6.95271 -4.43970  C96 1.082
102 N 3.79450 -4.26199 0.09705  C103 1.371, C106 1.371, H107 1.012
103 C 5.00425 -3.65586 0.31534  N102 1.371, C104 1.377, H108 1.082
104 C 5.55947 -4.20927 1.44745  C103 1.377, C105 1.415, H109 1.082
105 C 4.65538 -5.18775 1.92540  C104 1.415, C106 1.377, H110 1.082
106 C 3.57570 -5.20129 1.07098  N102 1.371, C105 1.377, H111 1.082
107 H 3.16254 -4.05004 -0.66410  N102 1.012
108 H 5.36477 -2.88362 -0.35090  C103 1.082
109 H 6.51321 -3.93842 1.88144  C104 1.082
110 H 4.77893 -5.81543 2.79846  C105 1.082
111 H 2.67226 -5.79640 1.07341  C106 1.082